74
Properties=species:S:1:pos:R:3 method="wB97M-V/def2-TZVPD" multiplicity=1 orbital_gap_ha=0.2204 e_lumo_ev=1.916 charge=-1 molar_mass_g_mol=439.375 homo_energy_ev=-4.083 max_force_ev_per_a=2.82
B -1.004 -0.327 2.670
C -1.535 0.636 1.448
C -2.315 1.997 1.923
C -3.598 1.756 2.915
O -4.825 1.276 2.207
C -4.783 -0.183 2.019
H -0.551 -1.327 2.250
H -0.296 0.230 3.451
H -1.972 -0.637 3.304
H -2.124 -0.041 0.695
H -0.559 0.995 0.862
H -1.573 2.788 2.410
H -2.744 2.514 0.937
H -3.897 2.832 3.336
H -3.354 1.112 3.881
H -5.892 -0.618 1.968
H -4.156 -0.667 2.908
H -4.267 -0.427 0.985
O 1.610 -2.187 1.398
C 2.323 -1.547 0.627
O 2.141 -0.215 0.480
C 3.031 0.654 -0.245
C 2.701 0.654 -1.724
C 3.339 -2.241 -0.230
H 4.077 0.402 -0.045
H 2.874 1.662 0.158
H 2.828 -0.337 -2.166
H 3.343 1.358 -2.262
H 1.655 0.939 -1.883
H 2.847 -2.637 -1.122
H 3.768 -3.068 0.344
H 4.175 -1.608 -0.521
O -2.659 -1.935 -3.319
C -3.386 -2.605 -2.588
O -3.210 -2.582 -1.247
C -4.114 -3.174 -0.296
C -3.809 -4.646 -0.104
C -4.413 -3.528 -3.170
H -5.156 -2.992 -0.577
H -3.954 -2.648 0.652
H -3.940 -5.210 -1.031
H -4.461 -5.079 0.660
H -2.766 -4.783 0.203
H -3.935 -4.471 -3.446
H -4.831 -3.058 -4.067
H -5.256 -3.721 -2.509
O 5.482 -3.468 -3.134
C 6.440 -3.564 -2.370
O 6.520 -2.775 -1.275
C 7.492 -2.933 -0.224
C 8.786 -2.227 -0.574
C 7.579 -4.486 -2.686
H 7.640 -3.990 0.019
H 7.060 -2.469 0.669
H 9.246 -2.648 -1.472
H 9.502 -2.302 0.249
H 8.599 -1.168 -0.783
H 8.266 -3.988 -3.375
H 7.175 -5.384 -3.164
H 8.124 -4.830 -1.808
O -1.803 9.091 0.082
C -2.410 8.023 0.125
O -3.347 7.811 1.076
C -4.241 6.682 1.102
C -3.588 5.491 1.773
C -2.058 6.906 -0.811
H -4.613 6.452 0.100
H -5.112 6.992 1.691
H -2.701 5.157 1.228
H -4.289 4.654 1.841
H -3.255 5.755 2.783
H -1.202 6.357 -0.412
H -1.791 7.338 -1.781
H -2.879 6.218 -1.003